A structure of composition C40H47N4P2RuSe2Si2Te in a non-equilibrium geometry, computed with the ωB97M-V functional and the def2-TZVPD basis.

Summary:
LUMO (alpha / beta)   -4.96 / -4.96 eV
Frontier orbital gap (alpha / beta)   4.42 / 4.41 eV
Energy   -8198.70030 Eh

ORCA input file:
```
! wB97M-V def2-TZVPD RIJCOSX def2/J DEFGRID3
* xyz 1 1
Ru -0.140 1.485 -0.144
Se -4.164 -2.693 2.619
P -3.075 -3.438 0.975
C -4.042 -4.161 -0.368
C -5.378 -4.468 -0.155
C -6.115 -5.066 -1.170
C -5.514 -5.352 -2.386
C -4.177 -5.039 -2.601
C -3.437 -4.444 -1.592
C -1.994 -4.764 1.575
C -2.317 -6.092 1.306
C -1.587 -7.114 1.899
C -0.538 -6.814 2.753
C -0.224 -5.490 3.032
C -0.961 -4.465 2.461
C -2.200 -2.057 0.143
C -0.998 -1.381 -0.051
N -1.356 -0.137 -0.534
N -2.674 -0.072 -0.638
N -3.185 -1.194 -0.248
P 0.775 -1.626 -0.010
Se 1.786 0.135 -0.806
C 1.226 -3.110 -0.922
C 0.449 -4.257 -0.780
C 0.790 -5.411 -1.465
C 1.898 -5.415 -2.303
C 2.661 -4.268 -2.462
C 2.331 -3.111 -1.772
C 1.235 -1.858 1.715
C 2.162 -2.826 2.085
C 2.493 -2.972 3.425
C 1.893 -2.166 4.382
C 0.979 -1.187 4.007
C 0.656 -1.022 2.671
H -5.831 -4.230 0.800
H -7.157 -5.305 -1.007
H -6.089 -5.818 -3.177
H -3.712 -5.257 -3.554
H -2.393 -4.194 -1.754
H -3.142 -6.323 0.645
H -1.850 -8.145 1.697
H 0.022 -7.615 3.219
H 0.584 -5.253 3.711
H -0.752 -3.433 2.709
H -0.414 -4.250 -0.136
H 0.187 -6.303 -1.346
H 2.167 -6.317 -2.836
H 3.513 -4.271 -3.129
H 2.920 -2.211 -1.895
H 2.617 -3.454 1.329
H 3.221 -3.717 3.719
H 2.137 -2.300 5.427
H 0.517 -0.557 4.756
H -0.045 -0.255 2.369
C 5.323 4.356 2.428
Si 4.166 3.357 1.352
C 4.464 3.760 -0.455
C 4.337 1.502 1.589
C 2.449 3.872 2.008
Te 0.558 3.768 0.996
C 1.082 4.432 -0.979
Si 0.909 6.317 -1.217
C 2.134 6.840 -2.530
C 1.295 7.193 0.392
C -0.836 6.624 -1.810
H 6.369 4.141 2.194
H 5.168 4.140 3.488
H 5.166 5.428 2.284
H 5.536 3.717 -0.666
H 4.123 4.762 -0.727
H 3.978 3.031 -1.107
H 5.327 1.240 1.972
H 4.204 0.978 0.642
H 3.595 1.114 2.291
H 2.495 4.907 2.357
H 2.262 3.268 2.901
H 0.394 3.915 -1.654
H 2.089 4.081 -1.184
H 3.170 6.678 -2.224
H 2.016 7.907 -2.740
H 1.971 6.300 -3.466
H 2.317 6.989 0.724
H 0.615 6.896 1.195
H 1.201 8.274 0.268
H -0.962 6.240 -2.826
H -1.059 7.693 -1.831
H -1.584 6.137 -1.178
N -1.715 2.518 -0.274
C -2.432 2.943 -1.319
C -3.566 3.776 -1.108
C -4.292 4.252 -2.172
C -3.922 3.929 -3.476
C -2.813 3.109 -3.708
C -2.075 2.617 -2.660
H -3.832 4.012 -0.085
H -5.141 4.900 -1.998
H -4.491 4.308 -4.314
H -2.523 2.871 -4.722
H -1.231 1.970 -2.842
*
```

Löwdin atomic charge list, values in e, 5 entries: atom 1 (Ru): 0.604, atom 2 (Se): 0.294, atom 3 (P): 0.509, atom 4 (C): -0.377, atom 5 (C): -0.090



A structure of composition C40H48BHfIN4O2 in a non-equilibrium geometry, computed with the ωB97M-V functional and the def2-TZVPD basis.

Summary:
LUMO   -7.07 eV
Frontier orbital gap   6.08 eV
Energy   -2292.64427 Eh

ORCA input file:
```
! wB97M-V def2-TZVPD RIJCOSX def2/J DEFGRID3
* xyz 2 1
Hf -0.261 0.596 0.489
C -4.400 -1.189 -0.254
C -3.979 -1.065 1.178
N -4.903 -1.164 2.110
C -4.577 -1.077 3.402
C -3.284 -0.906 3.846
C -3.002 -0.867 5.334
O -2.025 -1.810 5.749
C -2.267 -0.759 2.872
C -0.889 -0.692 3.301
N 0.113 -0.328 2.562
C 1.436 -0.478 3.079
C 1.751 -0.196 4.407
C 3.046 -0.345 4.875
C 4.053 -0.779 4.026
C 3.761 -1.089 2.707
C 2.463 -0.937 2.259
I 2.029 -1.539 0.249
C -2.626 -0.820 1.508
O -1.718 -0.696 0.525
H -5.365 -1.685 -0.295
H -3.666 -1.753 -0.830
H -4.514 -0.199 -0.701
H -5.396 -1.170 4.106
H -3.943 -1.011 5.868
H -2.615 0.114 5.619
H -2.419 -2.687 5.809
H -0.693 -1.062 4.306
H 0.974 0.159 5.067
H 3.263 -0.128 5.912
H 5.066 -0.890 4.387
H 4.531 -1.458 2.043
C -2.528 1.542 -2.260
C -1.353 1.130 -3.162
C -0.651 -0.158 -2.692
C -0.305 2.188 -3.495
C 0.282 2.040 -4.751
C 1.272 2.892 -5.196
C 1.721 3.895 -4.361
C 1.189 4.074 -3.089
C 1.837 5.138 -2.214
C 3.346 4.893 -2.077
C 1.574 6.541 -2.778
C 0.131 3.237 -2.675
N -0.429 3.443 -1.362
B -0.257 2.649 -0.183
N -0.714 3.504 0.878
C -1.128 4.714 0.352
C -0.958 4.668 -0.992
C -0.593 3.187 2.261
C 0.701 3.239 2.832
C 0.844 2.943 4.180
C -0.256 2.609 4.954
C -1.513 2.550 4.378
C -1.721 2.844 3.031
C -3.177 2.907 2.577
C -3.731 4.307 2.880
C -3.484 2.515 1.129
C 1.925 3.644 2.032
C 2.689 4.793 2.698
C 2.835 2.431 1.813
H -3.439 1.063 -2.619
H -2.692 2.616 -2.283
H -2.389 1.229 -1.222
H -1.798 0.872 -4.124
H -0.012 0.004 -1.792
H 0.031 -0.515 -3.463
H -1.372 -0.951 -2.481
H -0.066 1.243 -5.398
H 1.695 2.768 -6.184
H 2.517 4.548 -4.695
H 1.425 5.097 -1.208
H 3.864 5.057 -3.021
H 3.550 3.871 -1.751
H 3.767 5.584 -1.344
H 2.092 6.675 -3.727
H 1.930 7.304 -2.085
H 0.511 6.710 -2.960
H -1.484 5.528 0.962
H -1.181 5.427 -1.724
H 1.824 3.003 4.636
H -0.139 2.416 6.013
H -2.372 2.319 4.998
H -3.712 2.200 3.218
H -3.224 5.062 2.280
H -3.587 4.555 3.931
H -4.798 4.353 2.660
H -3.244 3.310 0.427
H -4.549 2.301 1.034
H -2.944 1.607 0.841
H 1.610 3.999 1.052
H 3.166 4.487 3.631
H 2.019 5.625 2.916
H 3.469 5.149 2.025
H 3.135 1.985 2.763
H 3.734 2.724 1.270
H 2.319 1.660 1.219
*
```

Löwdin atomic charge list, values in e, 5 entries: atom 1 (Hf): 1.672, atom 2 (C): 0.007, atom 3 (C): -0.253, atom 4 (N): 0.160, atom 5 (C): -0.054



A structure of composition C40H48ClMnN8O3S7 in a non-equilibrium geometry, computed with the ωB97M-V functional and the def2-TZVPD basis.

Summary:
LUMO (alpha / beta)   0.95 / 0.94 eV
Energy relative to the best compared isomer or geometry (same formula, charge and spin)   11.53 kcal/mol
Frontier orbital gap (alpha / beta)   4.58 / 4.64 eV
⟨S²⟩   8.76
Energy   -6615.26524 Eh

ORCA input file:
```
! wB97M-V def2-TZVPD RIJCOSX def2/J DEFGRID3
* xyz -1 6
Mn -0.620 2.112 0.582
S -1.043 4.403 7.394
C -1.014 4.220 5.737
S -2.362 3.844 4.731
C -1.538 3.625 3.216
C -0.201 3.690 3.256
S 0.945 3.580 1.934
S 0.448 4.263 4.776
S -2.560 3.290 1.838
C 1.951 4.706 -2.842
C 1.252 4.244 -1.557
N -0.125 3.766 -1.817
C -0.135 2.939 -2.994
C 0.246 3.781 -4.267
N 0.873 5.053 -3.821
C -0.165 5.973 -3.140
C -0.861 4.977 -2.068
H 2.643 3.918 -3.204
H 2.557 5.596 -2.678
H 1.123 5.120 -0.935
H 1.930 3.513 -1.145
H -1.137 2.518 -3.062
H 0.507 2.113 -2.789
H -0.600 4.054 -4.878
H 0.939 3.208 -4.849
H 1.320 5.704 -4.740
H -0.800 6.290 -3.935
H 0.347 6.695 -2.607
H -1.866 4.660 -2.378
H -0.944 5.505 -1.058
C -4.684 -1.828 1.791
C -3.737 -2.995 1.660
C -2.782 -2.662 0.487
C -4.591 -4.196 1.136
C -3.066 -3.277 3.008
O -4.116 -3.517 4.031
C -2.236 -4.663 3.147
C -0.740 -4.845 2.874
C -0.433 -4.927 1.370
C 0.439 -3.948 0.817
C 0.694 -3.978 -0.552
C 0.237 -4.920 -1.365
Cl 0.597 -4.861 -3.069
C -0.539 -5.919 -0.796
C -0.896 -5.937 0.533
C -2.438 -2.002 3.782
N -1.437 -1.151 3.135
C -1.569 0.069 2.586
N -0.401 0.478 2.099
C 0.474 -0.482 2.567
N -0.144 -1.511 3.171
H -5.307 -1.759 0.871
H -4.087 -0.938 1.602
H -5.257 -1.887 2.706
H -3.278 -2.311 -0.387
H -2.060 -3.518 0.279
H -2.120 -1.824 0.777
H -4.798 -4.069 0.131
H -5.695 -4.272 1.527
H -4.170 -5.171 1.088
H -4.469 -4.380 3.729
H -2.825 -5.391 2.620
H -2.329 -4.921 4.198
H -0.392 -5.723 3.417
H -0.252 -3.951 3.272
H 0.825 -3.096 1.329
H 1.150 -3.109 -0.976
H -0.876 -6.681 -1.484
H -1.430 -6.780 0.858
H -2.030 -2.388 4.762
H -3.272 -1.387 4.031
H -2.505 0.608 2.484
H 1.548 -0.345 2.378
N 6.980 -1.170 1.851
C 5.949 -0.653 0.998
C 5.510 -1.527 0.003
C 4.417 -1.130 -0.794
C 3.763 0.115 -0.488
C 4.247 0.944 0.464
C 5.366 0.534 1.228
S 2.425 0.517 -1.551
O 1.350 0.957 -0.644
O 2.194 -0.676 -2.356
N 2.950 1.822 -2.332
C 4.053 1.853 -3.087
S 5.054 0.501 -3.712
C 6.218 1.635 -4.292
C 5.734 2.883 -4.196
N 4.521 3.062 -3.495
H 7.595 -1.784 1.273
H 7.526 -0.488 2.351
H 5.768 -2.557 -0.073
H 4.037 -1.771 -1.545
H 3.794 1.925 0.677
H 5.590 1.085 2.132
H 7.151 1.321 -4.772
H 6.351 3.704 -4.657
C -3.868 -0.421 -2.149
C -4.339 0.479 -1.187
C -3.438 1.257 -0.469
C -2.065 1.082 -0.739
C -1.653 0.152 -1.681
C -2.515 -0.591 -2.410
H -4.596 -1.013 -2.697
H -5.446 0.466 -1.072
H -3.856 1.935 0.174
H -0.617 -0.113 -1.901
H -2.260 -1.331 -3.180
*
```

Löwdin atomic charge list, values in e, 5 entries: atom 1 (Mn): 0.520, atom 2 (S): 0.410, atom 3 (C): -1.512, atom 4 (S): 0.855, atom 5 (C): -1.193